# 1
Entry from the OMol25 dataset: 2 unconnected molecules or ions with the total composition C15H27N4O3 (ωB97M-V/def2-TZVPD).

Geometry as XYZ:
```
49
Properties=species:S:1:pos:R:3:forces:R:3
O -3.362 1.805 0.836 0.0 -0.2 0.5
O 1.271 2.842 2.918 -0.5 -0.3 0.1
O 2.750 -2.908 0.035 -0.3 0.9 0.3
C -2.658 2.706 0.397 -1.0 -0.8 -0.8
C 0.303 3.528 2.615 0.8 -1.0 -0.3
C 0.697 -0.136 1.752 -0.7 0.1 -0.2
C -0.557 0.407 1.778 0.5 0.7 0.7
C -0.468 -0.974 0.056 0.3 0.1 0.5
N 0.735 -1.003 0.672 -1.2 0.6 0.0
N 0.470 4.843 2.438 -0.6 1.1 -0.1
N -1.523 3.107 0.977 1.4 0.8 0.7
N -1.271 -0.118 0.721 1.2 -0.7 -0.1
C -3.003 3.353 -0.924 0.0 0.1 0.1
C -0.542 5.856 2.122 0.1 -0.3 0.1
C -1.052 -3.475 -3.373 0.1 -0.2 -0.3
C 3.037 -4.266 0.309 1.2 -0.1 -1.9
C 0.424 -3.844 -3.516 -0.3 0.2 0.3
C 1.204 -3.403 -2.276 0.3 -0.5 -0.4
C 2.650 -3.909 -2.314 -0.2 0.6 0.6
C 3.415 -3.562 -1.032 -0.2 -2.1 0.9
C -1.099 1.389 2.788 -0.4 -0.2 -0.2
C -1.084 2.883 2.375 -0.2 -0.2 -0.2
H 1.499 0.080 2.452 -0.1 -0.3 -0.5
H -0.749 -1.563 -0.812 0.1 0.2 0.3
H 1.532 -1.598 0.416 -0.1 -0.2 -0.2
H 1.413 5.165 2.605 -0.1 -0.2 0.0
H -0.987 3.780 0.451 0.0 0.0 0.1
H -2.243 0.127 0.520 0.2 0.0 0.0
H -3.923 2.913 -1.309 0.2 0.0 0.1
H -3.157 4.420 -0.776 0.1 0.1 -0.2
H -2.197 3.190 -1.638 0.1 0.1 -0.1
H -0.752 5.864 1.051 -0.1 0.2 0.0
H -1.466 5.673 2.675 0.1 0.0 -0.1
H -0.169 6.844 2.403 0.0 -0.2 0.0
H -1.606 -3.804 -4.257 -0.1 0.1 0.2
H -1.487 -3.960 -2.493 0.0 0.0 -0.1
H -1.170 -2.392 -3.275 -0.1 0.0 0.0
H 3.828 -4.489 1.033 -0.3 0.4 -0.2
H 2.215 -4.989 0.322 0.0 0.5 -0.2
H 0.512 -4.927 -3.645 0.1 0.1 0.0
H 0.841 -3.365 -4.407 0.0 -0.1 0.1
H 1.204 -2.310 -2.214 0.0 0.0 0.1
H 0.705 -3.800 -1.386 0.0 0.1 0.0
H 2.662 -4.995 -2.452 0.0 0.1 0.0
H 3.163 -3.458 -3.170 0.0 -0.1 0.1
H 4.465 -3.303 -1.211 -0.3 0.2 0.6
H -2.133 1.108 2.998 0.0 0.1 -0.1
H -0.562 1.265 3.730 0.1 0.1 -0.2
H -1.778 3.402 3.037 -0.2 0.0 0.1
```
Positions in Å, forces in eV/Å.

Values from the calculation:
- Multiplicity: 1
- Total charge: +1
- Largest force on an atom: 0.046 Eh/bohr
- Kohn-Sham gap: 10.503 eV

=====

# 2
Entry from the OMol25 dataset: 2 unconnected molecules or ions with the total composition C15H27N4O7S (ωB97M-V/def2-TZVPD).

Geometry as XYZ:
```
54
Properties=species:S:1:pos:R:3:forces:R:3
O 5.511 -1.256 0.641 -0.3 -0.4 -0.3
O 5.309 -3.714 -2.272 -0.7 0.5 0.1
O -4.847 6.649 -0.925 0.2 0.0 0.0
O -6.735 2.441 0.521 0.0 -0.3 -0.2
O -5.262 0.083 0.037 0.0 0.2 -0.2
O -2.676 1.106 0.530 0.0 -0.1 0.0
O -2.241 3.753 0.750 0.0 0.0 0.0
S -5.649 3.831 -1.453 0.1 -0.5 0.0
C 4.730 -1.854 1.365 1.5 1.5 0.3
C 5.078 -3.829 -1.078 0.3 0.4 -1.2
C 0.841 -2.147 -0.361 0.6 0.5 -0.4
C 1.865 -1.506 -1.007 0.3 -1.4 0.2
C 0.113 -0.148 -0.993 -0.1 -0.2 0.1
N -0.240 -1.279 -0.348 0.7 0.7 -0.7
N 5.940 -4.538 -0.338 0.0 -0.5 1.3
N 3.854 -2.754 0.908 -1.0 -1.4 -0.7
N 1.393 -0.268 -1.405 -0.9 -0.7 0.8
C 4.716 -1.588 2.852 0.1 -0.1 -0.1
C 5.834 -5.017 1.043 0.1 0.4 -0.3
C -3.778 5.714 -0.804 -1.1 -0.1 -0.4
C -6.109 2.211 -0.740 0.3 0.1 1.2
C -4.865 1.331 -0.549 0.9 -0.4 0.4
C -3.814 1.978 0.372 0.1 0.7 -0.3
C -3.269 3.317 -0.156 -0.8 0.3 0.6
C -4.354 4.396 -0.277 0.4 -0.8 0.0
C 3.213 -2.081 -1.390 0.3 0.4 -0.4
C 3.773 -3.214 -0.495 -0.2 0.6 0.8
H -5.596 6.225 -1.389 0.5 0.3 0.3
H -7.002 1.581 0.893 0.2 0.3 -0.2
H -4.472 -0.395 0.346 -0.4 0.4 -0.2
H -2.018 1.623 1.040 -0.6 -0.2 -0.3
H -2.632 4.259 1.490 0.1 -0.4 -0.5
H 0.860 -3.162 0.019 -0.4 0.4 0.1
H -0.535 0.708 -1.170 0.2 -0.3 0.2
H -1.159 -1.470 0.045 0.3 0.3 -0.1
H 6.756 -4.829 -0.857 -0.2 0.1 -0.1
H 3.268 -3.203 1.594 0.1 -0.1 -0.1
H 1.928 0.418 -1.930 -0.2 -0.1 0.2
H 4.819 -2.523 3.400 -0.1 0.0 0.2
H 5.556 -0.937 3.100 -0.2 -0.1 -0.1
H 3.786 -1.093 3.125 -0.1 0.0 0.2
H 4.812 -5.324 1.272 0.1 0.0 0.0
H 6.488 -5.882 1.176 -0.1 0.1 -0.1
H 6.157 -4.239 1.736 -0.1 -0.1 0.1
H -3.309 5.556 -1.781 0.1 -0.1 0.0
H -3.017 6.111 -0.124 -0.3 0.0 -0.1
H -6.808 1.706 -1.417 0.2 0.3 -0.2
H -4.415 1.150 -1.531 0.0 0.0 -0.1
H -4.280 2.154 1.349 0.0 -0.1 0.0
H -2.835 3.147 -1.148 0.3 0.1 0.2
H -4.813 4.570 0.702 -0.1 0.0 -0.1
H 3.120 -2.460 -2.411 0.2 0.0 0.0
H 3.945 -1.272 -1.425 0.1 -0.1 0.0
H 3.060 -4.037 -0.528 -0.1 -0.2 0.2
```
Positions in Å, forces in eV/Å.

Values from the calculation:
- Multiplicity: 1
- Total charge: +1
- Largest force on an atom: 0.041 Eh/bohr
- Kohn-Sham gap: 8.487 eV

=====

The evaluated energy relative to the best compared isomer or geometry (same formula, charge and spin) for the records listed, in turn: 0.0, 0.0 kcal per mole.